# 1
The following is a DFT calculation (ωB97M-V with the def2-TZVPD basis set) of one molecule with the formula C29H31N3O5 in a non-equilibrium geometry.

Properties
Orbital gap, eV: 7.20
Electronic energy, Ha: -1664.019745
SMILES: COc1cccc(O[C@@H](/C=C/N2[C@H](Cc3ccccc3)C(=O)N(C)C2(C)C)c2ccc([N+](=O)[O-])cc2)c1
LUMO energy, eV: -0.881

The geometry in XYZ format:
```
68
Properties=species:S:1:pos:R:3:forces:R:3
C 4.468553 3.289876 0.022744 0.150 -0.056 0.291
N 3.220433 2.725683 -0.436657 -0.058 0.359 -0.583
C 2.556971 3.236094 -1.519364 0.241 0.723 0.020
O 2.883937 4.238666 -2.148344 -0.363 -1.201 0.551
C 1.343948 2.334423 -1.767772 -0.017 0.315 0.460
C 1.477775 1.571853 -3.086662 0.053 -0.218 -0.265
C 1.450586 2.494074 -4.286419 -0.068 -0.121 -0.102
C 2.473939 2.440108 -5.238705 -0.223 0.379 0.156
C 2.518550 3.385152 -6.266639 -0.245 -0.025 0.112
C 1.519260 4.361964 -6.362889 0.039 -0.211 0.170
C 0.456593 4.367357 -5.451768 0.087 -0.260 0.098
C 0.412300 3.421868 -4.422726 0.361 0.130 -0.325
N 1.359834 1.468050 -0.595175 0.234 0.450 -0.204
C 0.404671 0.524204 -0.375830 0.489 -0.757 0.593
C 0.519158 -0.443433 0.561260 0.113 -0.003 -0.107
C -0.621691 -1.352962 0.872610 0.519 -1.084 -0.851
C -0.350555 -2.326172 2.015543 0.228 0.078 0.509
C -0.945218 -3.599854 2.058132 0.350 0.541 -0.034
C -0.709332 -4.446521 3.132250 0.427 -0.150 0.772
C 0.208549 -4.061241 4.134706 -0.433 1.160 -1.752
N 0.528344 -4.904250 5.235026 1.181 -2.052 2.818
O 1.469028 -4.537686 5.986425 -1.866 -0.714 -1.467
O -0.102691 -5.965616 5.432615 0.898 2.097 -0.769
C 0.849231 -2.816419 4.073043 -0.501 0.000 0.088
C 0.477128 -1.918828 3.076818 -0.052 -0.388 -0.187
C 2.595259 1.573649 0.196352 -0.047 -0.282 -0.218
C 3.486570 0.329986 0.028455 0.202 0.095 -0.103
C 2.328478 1.865687 1.680444 -0.012 0.260 -0.054
H 4.755090 4.103815 -0.648964 -0.162 -0.195 0.104
H 4.364595 3.682333 1.042829 0.050 -0.004 -0.205
H 5.260891 2.529585 0.028577 -0.134 0.158 -0.047
H 0.429919 2.954172 -1.760520 0.342 -0.177 -0.082
H 2.431088 1.013853 -3.066272 -0.390 0.100 -0.035
H 0.656623 0.837723 -3.141532 0.258 0.142 0.008
H 3.246875 1.672979 -5.136721 -0.170 0.333 -0.083
H 3.341028 3.360111 -6.982385 -0.253 0.053 0.151
H 1.569230 5.117442 -7.147697 -0.028 -0.221 0.201
H -0.337244 5.111757 -5.526536 0.244 -0.182 -0.053
H -0.408798 3.414612 -3.700425 0.236 0.132 -0.302
H -0.472581 0.586370 -1.029366 0.193 0.085 0.386
H 1.425785 -0.598146 1.143295 -0.577 0.241 -0.301
H -0.829038 -1.934246 -0.044551 -0.216 -0.223 0.291
H -1.600139 -3.895937 1.238181 0.115 -0.025 0.281
H -1.204991 -5.409977 3.221181 0.134 0.175 -0.058
H 1.592662 -2.557780 4.824392 -0.357 -0.024 -0.133
H 0.841475 -0.890232 3.121970 0.053 -0.416 -0.122
H 3.821225 0.256068 -1.015047 0.001 0.035 0.273
H 4.350665 0.417128 0.698995 -0.077 -0.113 -0.265
H 2.951121 -0.588282 0.272915 0.284 0.198 -0.084
H 1.957359 2.893992 1.783796 0.057 -0.266 0.020
H 1.581668 1.181753 2.091194 0.217 0.201 -0.039
H 3.266963 1.761321 2.240883 -0.290 0.058 -0.036
C -7.075899 -3.102896 -0.024657 0.671 0.280 -0.030
O -5.743895 -2.605342 -0.283851 -0.474 -0.127 0.349
C -5.011993 -2.125634 0.762429 0.065 -0.005 0.587
C -5.452954 -2.135557 2.104955 0.223 -0.174 -0.714
C -4.597688 -1.646195 3.094887 -0.099 0.099 -0.077
C -3.351606 -1.120237 2.781330 0.100 0.075 -0.151
C -2.940093 -1.089701 1.442304 0.121 -0.417 0.192
O -1.710516 -0.522862 1.130580 -1.726 0.911 0.679
C -3.736799 -1.619926 0.438246 -0.409 -0.056 0.124
H -7.418590 -3.449436 -0.996569 -0.094 -0.024 0.120
H -7.066882 -3.932776 0.694109 0.070 0.136 -0.183
H -7.735585 -2.307221 0.345776 0.185 -0.102 -0.073
H -6.424499 -2.567351 2.358132 0.394 0.283 -0.015
H -4.923317 -1.659643 4.134714 0.075 -0.042 -0.244
H -2.684502 -0.743598 3.557959 -0.200 -0.058 -0.268
H -3.396262 -1.647751 -0.596009 -0.120 0.090 0.216
```
Forces are in eV/Å.

# 2
The following is a DFT calculation (ωB97M-V with the def2-TZVPD basis set) of C29H31N3O7ReS2 as an isolated structure.

Properties
Orbital gap (spin up / spin down), eV: 7.74 / 7.94
Spin multiplicity: 4
Electronic energy, Ha: -2689.330083
LUMO energy (spin up / spin down), eV: 0.245 / -0.310

The geometry in XYZ format:
```
73
Properties=species:S:1:pos:R:3:forces:R:3
Re 0.189440 -0.186768 -0.146740 -0.330 0.253 0.137
C -3.848277 -0.422280 1.233667 0.003 -0.023 0.015
C -2.700905 -0.682211 0.312320 0.027 -0.023 -0.057
O -1.730312 0.178554 0.400551 0.065 0.139 0.005
C -2.718642 -1.726746 -0.582309 -0.020 0.046 0.013
C -1.829628 -1.806528 -1.682562 0.004 0.032 -0.036
C -2.246645 -2.559342 -2.908297 -0.033 0.029 0.014
N -0.703703 -1.135458 -1.694172 0.189 -0.117 -0.127
N -0.162795 -0.813139 -2.948103 -0.044 -0.038 0.078
C 0.331163 0.382115 -2.871579 0.125 -0.001 -0.073
O 0.335212 1.086989 -1.760983 -0.125 -0.112 0.264
C 0.909932 0.995425 -4.089078 0.001 0.120 0.080
C 1.502407 2.249990 -4.001518 0.008 -0.004 -0.009
C 2.050291 2.841201 -5.130508 -0.008 -0.015 0.006
C 2.009658 2.179633 -6.348449 0.001 -0.002 -0.001
C 1.419990 0.924233 -6.436795 0.002 0.000 -0.007
C 0.870627 0.332301 -5.312854 -0.006 0.001 0.006
H -4.214659 0.593763 1.076516 0.006 -0.007 -0.017
H -3.485928 -0.499838 2.258761 0.001 -0.001 0.015
H -4.659262 -1.129404 1.075126 -0.009 0.005 0.004
H -3.573112 -2.387363 -0.580536 0.011 -0.022 0.015
H -2.926357 -3.360741 -2.622725 -0.010 0.002 -0.008
H -1.380402 -2.956792 -3.430850 0.006 -0.010 0.003
H -2.766293 -1.890623 -3.597054 0.006 0.007 0.001
H 1.533471 2.746493 -3.041905 0.003 0.010 -0.004
H 2.513401 3.816610 -5.057764 0.002 0.001 0.003
H 2.440702 2.638159 -7.229240 -0.003 0.001 -0.002
H 1.390965 0.405799 -7.386402 0.001 -0.001 -0.001
H 0.412084 -0.645225 -5.366565 0.000 -0.001 -0.004
C -3.446630 -6.664270 -0.634789 0.008 0.008 0.006
C -2.648751 -5.614762 0.090176 -0.019 0.000 0.003
C -3.113991 -5.080238 1.292045 -0.006 0.000 0.010
C -2.398755 -4.105420 1.963381 0.009 0.010 -0.054
C -1.199312 -3.650461 1.429668 -0.048 -0.065 0.025
C -0.709237 -4.177365 0.248180 -0.003 -0.059 0.040
C -1.438393 -5.155423 -0.415136 0.031 0.014 0.003
S -0.313946 -2.396114 2.309838 0.124 0.067 -0.060
O -1.302977 -1.461188 2.794181 -0.064 0.000 0.039
O 0.525007 -3.053225 3.276983 0.002 0.043 -0.013
N 0.605399 -1.678320 1.198177 0.082 -0.321 0.191
C 2.056724 -1.907007 1.328786 -0.132 0.036 -0.013
C 2.748695 -1.510032 0.039003 -0.049 0.063 -0.144
O 3.856533 -1.886026 -0.240261 0.064 -0.018 0.021
O 2.036412 -0.686540 -0.720098 -0.001 0.051 0.281
H -4.444054 -6.295981 -0.880882 -0.004 -0.002 -0.001
H -3.572257 -7.554432 -0.016434 0.002 -0.001 0.001
H -2.957090 -6.962820 -1.560634 0.000 -0.002 -0.002
H -4.053160 -5.432081 1.703457 -0.004 -0.002 -0.003
H -2.772260 -3.679019 2.885095 0.000 0.002 0.005
H 0.219896 -3.810852 -0.168870 0.001 0.011 0.005
H -1.059095 -5.561205 -1.345653 0.002 -0.004 -0.002
H 2.292939 -2.938039 1.577581 0.015 -0.019 -0.033
H 2.475624 -1.274607 2.118661 0.029 -0.051 0.040
C 2.292589 1.028516 8.001600 -0.005 0.003 -0.019
C 1.648738 1.156607 6.648637 -0.009 0.004 0.023
C 2.380087 0.963003 5.483446 0.001 -0.008 -0.030
C 1.783649 1.068253 4.234009 0.009 0.022 0.014
C 0.437810 1.372001 4.163411 -0.040 -0.045 0.008
C -0.325213 1.551068 5.309812 0.017 -0.022 0.003
C 0.289180 1.454045 6.543916 0.000 0.002 0.019
S -0.382248 1.479103 2.593995 0.189 -0.021 -0.051
C -0.378972 3.259524 2.398380 0.076 -0.022 -0.019
O 0.713285 1.051605 1.600032 -0.134 0.035 -0.622
H 3.363926 0.856959 7.914113 0.002 -0.001 0.001
H 1.860889 0.194479 8.556942 -0.001 -0.003 -0.002
H 2.138624 1.931588 8.593662 -0.001 0.001 0.002
H 3.432606 0.716945 5.548886 0.002 0.001 -0.001
H 2.347369 0.908596 3.325191 0.016 0.003 0.004
H -1.388906 1.747611 5.240287 -0.001 -0.007 0.001
H -0.296692 1.591923 7.444720 -0.004 0.000 -0.002
H 0.649280 3.607831 2.473418 -0.013 0.041 -0.005
H -1.003793 3.698615 3.174566 -0.002 -0.007 0.015
H -0.792724 3.469317 1.413285 -0.014 -0.004 0.004
```
Forces are in eV/Å.

Q: What is the formula in the second record?
A: C29H31N3O7ReS2

Q: What is the formula in the first record?
A: C29H31N3O5

Q: What is the electronic energy in the first record?
A: -1664.019745 Ha

Q: The lowest electronic energy belongs to which entry?
A: C29H31N3O7ReS2